Entry 1:
{"formula": "C16H10BF4N3NiO2", "method": "ωB97M-V/def2-TZVPD", "symbols": ["Ni", "O", "C", "O", "C", "C", "C", "N", "C", "C", "C", "C", "C", "C", "C", "N", "C", "C", "C", "C", "C", "N", "H", "H", "H", "H", "H", "H", "H", "H", "H", "H", "F", "B", "F", "F", "F"], "coordinates": [[-0.2764, -0.2602, -1.0688], [2.4342, 0.1862, 5.0375], [1.5420, 0.9489, 4.6426], [0.9284, 1.8870, 5.1677], [1.0888, 0.6585, 3.1750], [0.0969, 1.4329, 2.5830], [-0.2717, 1.1581, 1.2819], [0.3197, 0.1641, 0.6134], [1.2709, -0.6030, 1.1620], [1.6837, -0.3765, 2.4559], [1.7455, -1.6291, 0.2150], [2.7576, -2.5342, 0.4609], [3.1023, -3.4314, -0.5396], [2.4293, -3.4005, -1.7490], [1.4177, -2.4725, -1.9281], [1.0900, -1.6079, -0.9681], [-1.2704, 1.8488, 0.4406], [-2.0214, 2.9308, 0.8449], [-2.8940, 3.5124, -0.0660], [-2.9778, 2.9989, -1.3463], [-2.2058, 1.8978, -1.6832], [-1.3775, 1.3313, -0.8071], [-0.3387, 2.2231, 3.1810], [2.4501, -0.9519, 2.9594], [3.2635, -2.5333, 1.4156], [3.8925, -4.1506, -0.3714], [2.6733, -4.0849, -2.5478], [0.8429, -2.4101, -2.8411], [-1.9209, 3.3107, 1.8513], [-3.4977, 4.3603, 0.2280], [-3.6352, 3.4278, -2.0879], [-2.2549, 1.4557, -2.6686], [-0.7221, -0.8069, -2.8266], [-2.1080, -1.0850, -3.4578], [-2.9337, -1.2431, -2.3650], [-1.9292, -2.2035, -4.2104], [-2.3940, 0.0512, -4.1828]], "atomic_forces_ev_per_a": [[0.1627, 0.2706, -0.1893], [0.0090, 0.0158, -0.0305], [-0.0546, -0.0570, 0.0125], [0.0096, 0.0173, -0.0307], [0.0539, -0.0078, 0.0377], [-0.0138, 0.0154, -0.0282], [-0.0091, 0.0273, -0.0121], [-0.1068, -0.1552, 0.0155], [0.0038, 0.0162, 0.0192], [-0.0022, 0.0581, 0.0146], [0.0062, -0.0092, -0.0460], [-0.0119, 0.0094, 0.0093], [0.0054, -0.0112, -0.0098], [0.0001, 0.0091, 0.0219], [-0.0135, -0.0301, 0.0232], [-0.0100, -0.1648, 0.0945], [0.0484, -0.0434, 0.0030], [-0.0063, 0.0243, -0.0097], [0.0096, -0.0166, 0.0094], [0.0070, -0.0022, 0.0083], [-0.0345, -0.0167, -0.0352], [-0.0572, -0.1584, 0.0388], [0.0059, 0.0029, 0.0000], [-0.0024, -0.0049, -0.0004], [0.0003, 0.0060, 0.0009], [0.0023, 0.0031, -0.0008], [-0.0112, -0.0027, -0.0027], [0.0027, 0.0025, -0.0160], [0.0036, 0.0065, -0.0032], [0.0071, 0.0075, -0.0040], [-0.0087, -0.0016, 0.0058], [-0.0045, -0.0392, 0.0079], [0.0847, 0.2784, 0.0453], [-0.1257, -0.0234, 0.0353], [0.0270, 0.0288, 0.0130], [0.0159, -0.0183, 0.0250], [0.0071, -0.0366, -0.0226]], "mulliken_charge": [-0.222, -0.712, 0.415, -0.710, -0.662, -0.156, 0.316, 0.114, 0.467, -0.178, 0.331, -0.559, -0.391, -0.747, 0.130, 0.021, 0.346, -0.471, -0.435, -0.825, 0.101, -0.019, 0.618, 0.610, 0.423, 0.445, 0.415, 0.488, 0.431, 0.443, 0.428, 0.655, -0.545, 0.475, -0.369, -0.328, -0.342], "total_charge": 0}

Entry 2:
{"formula": "C7H15BF3OYb", "method": "ωB97M-V/def2-TZVPD", "symbols": ["C", "C", "C", "C", "C", "B", "C", "O", "C", "F", "F", "F", "H", "H", "H", "H", "H", "H", "H", "H", "H", "H", "H", "H", "H", "H", "H", "Yb"], "coordinates": [[2.3280, -1.5110, -1.0178], [3.0856, -0.5654, -0.0243], [2.1673, 0.3710, 0.8676], [1.5195, 1.5411, 0.1092], [-0.0197, 1.6329, 0.2590], [-0.7911, 0.3407, -0.3604], [-2.2274, -0.0072, 0.3912], [-3.1229, -0.5921, -0.5688], [-4.4021, -0.4241, -0.2994], [-4.7365, 0.8223, -0.1502], [-5.0927, -0.8941, -1.3133], [-4.7843, -1.0901, 0.7644], [3.0059, -2.1183, -1.5904], [1.6974, -0.9304, -1.6707], [1.6568, -2.1669, -0.4244], [3.7544, 0.0720, -0.5747], [3.6652, -1.1603, 0.6808], [2.8274, 0.7771, 1.6194], [1.3903, -0.1870, 1.4643], [1.9431, 2.4462, 0.5249], [1.7876, 1.5124, -0.9414], [-0.3145, 2.4747, -0.3554], [-0.3020, 1.8923, 1.2806], [-0.1046, -0.6690, -0.2350], [-1.0598, 0.5166, -1.5228], [-2.0095, -0.7092, 1.2220], [-2.6048, 0.9121, 0.8220], [0.7436, -2.2863, 1.0435]], "atomic_forces_ev_per_a": [[0.5877, 1.1739, 1.0158], [-1.7508, -0.4829, 0.8930], [0.6714, -0.3670, -1.0058], [-0.8332, -0.0432, 0.7780], [0.5592, -0.6979, -0.4837], [-1.6573, 1.0650, 0.4675], [1.8292, 0.1036, -0.4902], [1.3932, -0.0177, 0.3073], [-0.1165, -0.7594, -1.0691], [-0.4872, 2.0501, 0.5403], [-0.6619, -0.5883, -1.1395], [-0.4715, -0.7626, 1.8101], [0.1726, -0.4193, -0.0924], [-0.3715, 0.0084, -0.2357], [1.8630, -0.0323, -3.2743], [0.3073, 0.1737, -0.2248], [0.4663, -0.2020, -0.1374], [0.1456, -0.0416, 0.4154], [0.1840, 0.3876, -0.1017], [0.3075, 0.2711, -0.0644], [0.0126, -0.1540, -0.2514], [-0.2422, 0.3055, -0.0142], [0.1673, -0.0725, 0.2471], [0.8984, -1.5575, 0.1495], [0.5049, -0.3972, -0.1962], [-0.6253, -0.1344, 0.1643], [-0.4601, 0.0373, 0.0636], [-2.3930, 1.1533, 1.9288]], "mulliken_charge": [-0.371, -0.965, 0.294, -0.903, -0.897, 0.624, -0.445, -0.394, 0.968, -0.257, -0.271, -0.289, 0.445, 0.254, -0.039, 0.395, 0.339, 0.456, -0.171, 0.325, 0.411, 0.348, 0.370, -0.564, -0.214, -0.002, 0.347, 1.208], "total_charge": 1}

Entry 3:
{"formula": "C32H36FMgN7O7S", "method": "ωB97M-V/def2-TZVPD", "symbols": ["Mg", "N", "C", "C", "C", "C", "N", "C", "N", "N", "C", "O", "O", "H", "H", "H", "H", "H", "H", "H", "H", "H", "H", "H", "H", "H", "H", "C", "C", "C", "C", "C", "C", "C", "F", "C", "C", "C", "O", "C", "C", "N", "C", "C", "O", "O", "H", "H", "H", "H", "H", "H", "H", "H", "H", "H", "H", "C", "C", "C", "C", "C", "C", "C", "S", "O", "O", "N", "C", "C", "C", "C", "C", "N", "H", "H", "H", "H", "H", "H", "H", "H", "H", "H", "H"], "coordinates": [[-0.0383, 0.0045, -0.0498], [-0.1170, -0.0023, 2.1545], [0.9827, 0.9211, 2.4755], [1.2685, 0.9498, 3.9859], [2.4075, 1.8129, 4.5738], [2.6958, 3.1478, 3.8915], [1.5015, 3.8976, 3.4864], [1.2745, 4.1249, 2.1877], [2.2832, 4.2222, 1.3396], [0.0293, 4.3187, 1.7221], [2.1525, 0.6327, 1.4785], [3.2579, 1.1470, 1.7084], [1.8128, -0.0605, 0.4702], [-1.0101, 0.3099, 2.5172], [0.0814, -0.9284, 2.5161], [0.6369, 1.8975, 2.1515], [1.4441, -0.0769, 4.3176], [0.3275, 1.2685, 4.4481], [3.3453, 1.2636, 4.5050], [2.1832, 1.9721, 5.6336], [3.2448, 2.8843, 2.9926], [3.3327, 3.7613, 4.5297], [0.6981, 3.8340, 4.0901], [3.1999, 3.9214, 1.6241], [2.0241, 4.1454, 0.3445], [-0.7513, 4.0282, 2.2815], [-0.0847, 4.2414, 0.7141], [1.3649, 5.1711, -5.0666], [0.3544, 4.1773, -5.6394], [0.8504, 3.6614, -6.9827], [-0.0410, 2.5380, -7.4923], [0.0028, 1.4038, -6.5074], [-0.0563, 0.0864, -6.9007], [-0.0307, -0.9234, -5.9451], [-0.1021, -2.2015, -6.3672], [0.0619, -0.6524, -4.6125], [0.1352, 0.6805, -4.1961], [0.2102, 0.9619, -2.7578], [0.4399, 0.0408, -1.9584], [0.0216, 2.3481, -2.4092], [-0.0013, 3.2893, -3.3854], [0.1378, 3.0380, -4.7074], [0.1085, 1.7122, -5.1388], [-0.1676, 2.8084, -0.9908], [-0.2734, 4.0536, -0.8040], [-0.1792, 1.9514, -0.0595], [1.6653, 5.8706, -5.8492], [2.2506, 4.6409, -4.7106], [0.9594, 5.7536, -4.2401], [-0.6055, 4.6799, -5.7884], [1.8721, 3.2888, -6.8626], [0.8737, 4.4938, -7.6850], [0.2777, 2.1976, -8.4782], [-1.0683, 2.9058, -7.5885], [-0.1306, -0.1710, -7.9509], [0.0747, -1.4347, -3.8646], [-0.1457, 4.3180, -3.0906], [-8.1227, -2.4808, -1.9193], [-6.8476, -1.7237, -1.6437], [-6.7398, -0.8989, -0.5267], [-5.5697, -0.1992, -0.2664], [-4.4972, -0.3221, -1.1341], [-4.5933, -1.1181, -2.2697], [-5.7633, -1.8181, -2.5162], [-2.9438, 0.4753, -0.7819], [-2.4162, 0.7212, -2.1035], [-3.2186, 1.6206, 0.0466], [-2.0393, -0.5187, 0.0675], [-1.7595, -1.8525, -0.1544], [-2.7048, -2.8923, -0.2692], [-2.2599, -4.1949, -0.3222], [-0.8945, -4.4717, -0.2595], [-0.0302, -3.4055, -0.1502], [-0.4406, -2.1369, -0.1032], [-8.6602, -2.6914, -0.9950], [-7.9132, -3.4231, -2.4267], [-8.7832, -1.8972, -2.5657], [-7.5847, -0.8022, 0.1473], [-5.4700, 0.4480, 0.5975], [-3.7475, -1.1783, -2.9439], [-5.8435, -2.4508, -3.3937], [-3.7599, -2.6674, -0.2652], [-2.9744, -5.0071, -0.3921], [-0.5263, -5.4883, -0.2841], [1.0425, -3.5584, -0.0900]], "atomic_forces_ev_per_a": [[0.5290, -0.3592, 0.4362], [0.1903, 0.3567, 0.2978], [0.1470, -0.2277, -0.0702], [0.2082, 0.1617, -0.0949], [-0.2186, -0.0521, -0.1891], [0.1172, -0.0673, 0.1617], [0.4750, -0.3020, 0.1704], [-1.8237, 0.3223, 0.1897], [-0.0403, -0.0107, -1.4162], [1.3914, 0.2419, 1.9359], [0.0926, -0.1551, 0.0710], [-0.2943, -0.0910, 0.0288], [1.3169, 0.3097, 0.6879], [0.0073, -0.0220, 0.0189], [-0.0650, -0.0338, -0.0141], [-0.1304, 0.0301, 0.0092], [-0.0701, -0.0132, 0.0514], [-0.0300, -0.0950, 0.0619], [0.0192, -0.0453, 0.1030], [0.0768, -0.0439, -0.0221], [0.0257, -0.0706, 0.1221], [-0.0422, 0.0618, 0.0231], [-0.0718, 0.0345, -0.1087], [-0.0638, -0.0355, -0.2697], [0.4073, 0.0697, 0.7983], [-0.0337, -0.0703, 0.1424], [-0.5910, 0.1617, -1.2557], [-0.1036, -0.0252, 0.0777], [0.1260, 0.0147, -0.0072], [-0.1421, -0.1557, 0.0486], [0.0442, 0.0027, 0.0284], [0.0118, 0.0953, -0.1049], [0.0115, 0.0746, -0.0402], [0.0063, -0.0124, 0.0272], [-0.0087, -0.0169, -0.0243], [0.0281, -0.0950, 0.0982], [0.0292, 0.0459, 0.0475], [0.2002, 0.1883, -0.0682], [-0.2498, 0.0923, -0.7668], [-0.1314, -0.3741, 0.3355], [0.0499, -0.0163, -0.3386], [-0.0407, 0.1074, 0.1859], [-0.0139, -0.0485, 0.0260], [0.0112, 0.0449, 0.1455], [0.2961, -0.5286, -0.4079], [-0.0626, 1.0627, -0.6256], [-0.0261, -0.0360, 0.0432], [0.0039, 0.0249, -0.0544], [0.0289, -0.0198, -0.0174], [-0.0535, -0.0340, 0.0045], [0.0229, 0.0383, -0.0440], [0.0183, 0.0395, 0.0167], [-0.0174, -0.0094, 0.0216], [0.0109, -0.0147, -0.0377], [-0.0099, -0.0058, 0.0442], [0.0146, 0.0127, -0.0441], [0.1161, 0.0476, -0.0119], [0.1053, 0.1000, -0.0348], [-0.0549, -0.0481, 0.0024], [-0.0142, 0.0154, 0.0022], [0.0917, 0.0031, 0.0431], [0.1055, -0.1520, 0.0979], [-0.0529, 0.0574, -0.0148], [-0.0504, 0.0358, 0.0788], [-1.0040, -0.3372, 0.0375], [0.4093, 0.0739, -0.2148], [0.0267, -0.0639, 0.0604], [-0.4446, 0.0254, -0.4098], [-0.3198, -0.5089, -0.0104], [0.0572, 0.0743, 0.0796], [0.0373, 0.0466, -0.0112], [-0.1005, -0.0681, -0.0270], [0.1131, 0.1010, 0.0207], [-0.5076, 0.0294, -0.0908], [-0.0076, -0.0182, -0.0256], [-0.0331, 0.0091, 0.0282], [0.0008, -0.0251, 0.0229], [0.0403, -0.0190, -0.0175], [-0.0522, -0.0597, -0.0238], [-0.0530, -0.0237, 0.0221], [0.0329, 0.0240, 0.0154], [-0.0245, 0.0173, -0.0200], [-0.0035, 0.0420, -0.0042], [0.0319, 0.0552, -0.0131], [-0.0288, 0.0595, -0.0200]], "mulliken_charge": [2.194, -0.414, 0.513, -0.929, -0.938, -0.519, -0.061, 0.364, -0.317, -0.362, 0.455, -0.799, -0.858, 0.270, 0.288, -0.094, 0.351, 0.366, 0.367, 0.404, 0.097, 0.307, 0.285, 0.321, 0.260, 0.269, 0.097, -1.500, 0.282, -1.013, -1.064, 1.081, -0.868, 0.160, -0.369, -1.339, 0.467, 1.675, -0.974, 0.056, -0.569, 0.244, -0.639, 0.426, -0.983, -0.565, 0.421, 0.368, 0.449, 0.166, 0.359, 0.417, 0.433, 0.320, 0.503, 0.687, 0.708, -1.464, 1.025, -0.875, -0.300, -0.696, -0.317, -0.834, 1.446, -0.594, -0.763, -0.308, 0.410, -0.728, -0.419, -0.866, -0.308, -0.217, 0.384, 0.374, 0.281, 0.355, 0.486, 0.482, 0.378, 0.483, 0.435, 0.396, 0.496], "total_charge": 0}

Number 1: total energy -77916.70214 eV. Number 2: total energy -49898.10551 eV. Number 3: total energy -77536.62862 eV.